The following is a DFT calculation (the ωB97M-V functional and the def2-TZVPD basis) of a cluster of 23 separate species, C76H186N10O16 in total in a non-equilibrium geometry.

The geometry in XYZ format:
```
288
Properties=species:S:1:pos:R:3:forces:R:3:mulliken_charge:R:1
C -11.289 1.568 6.156 -1.10 -0.68 -1.66 -1.339
C -11.580 0.823 4.791 1.89 1.23 0.58 -0.354
N -10.734 -0.443 4.517 -0.16 0.59 2.01 0.095
C -10.806 -1.340 5.770 1.44 0.66 -1.32 -1.226
C -11.152 -1.099 3.264 -0.97 -0.81 -1.07 -0.295
C -12.561 -1.730 3.300 -0.24 1.81 -1.60 -1.147
C -9.304 -0.053 4.316 1.47 0.36 1.14 -0.862
C -8.999 1.156 3.415 -1.08 -1.52 -0.46 -0.707
O -8.973 2.282 4.193 0.51 1.37 0.06 -0.276
C -8.492 3.412 3.434 0.87 -1.01 -0.49 -0.718
H -11.508 0.948 6.986 -0.32 -0.61 0.88 0.440
H -12.055 2.340 6.134 0.11 0.28 0.23 0.415
H -10.325 2.016 6.299 0.46 0.09 -0.44 0.315
H -11.264 1.521 4.007 -0.47 -0.23 0.07 0.355
H -12.634 0.624 4.696 -0.12 -0.44 0.04 0.466
H -10.349 -0.883 6.648 0.34 0.19 -0.51 0.431
H -10.315 -2.251 5.489 0.25 -0.53 0.12 0.404
H -11.794 -1.513 6.031 -2.02 -0.40 0.10 0.467
H -10.364 -1.808 2.968 -0.36 0.02 0.33 0.405
H -11.106 -0.293 2.539 -0.18 -0.02 -0.28 0.229
H -13.288 -0.914 3.598 0.52 -1.40 -0.31 0.285
H -12.570 -2.571 3.917 -0.24 -1.09 1.51 0.387
H -12.890 -2.175 2.314 0.61 0.99 0.77 0.398
H -8.687 -0.941 4.027 -0.91 0.55 0.13 0.655
H -8.933 0.261 5.312 -0.12 -0.23 -0.47 0.422
H -9.790 1.292 2.654 0.49 -0.33 -0.30 0.427
H -8.038 0.920 2.932 -0.10 0.37 -0.06 0.463
H -7.679 3.032 2.747 -0.83 0.63 0.52 0.285
H -8.049 4.075 4.142 0.26 0.55 0.46 0.281
H -9.259 3.950 2.871 -0.14 -0.38 0.02 0.282
C 6.036 3.499 16.326 -0.50 -0.05 1.72 -1.129
C 5.875 3.809 17.817 0.67 0.61 -1.22 -0.513
N 6.441 2.639 18.537 1.14 0.50 0.32 0.168
C 7.949 2.730 18.732 -0.74 0.81 -1.38 -0.864
C 3.360 -4.689 17.409 0.91 2.38 4.36 -0.451
C 3.422 -3.325 17.756 1.66 -3.04 -1.39 -0.402
C 5.766 1.615 18.872 0.93 -0.01 0.92 -0.090
C 16.158 10.974 8.923 0.18 0.89 0.93 0.019
O 16.245 11.836 8.018 -0.09 -0.06 -1.27 -0.135
C 15.561 11.493 6.759 -1.38 1.26 0.79 -0.542
H 7.033 3.215 16.188 1.48 -0.63 -0.61 0.419
H 5.841 4.322 15.710 -0.45 1.31 -0.74 0.370
H 5.373 2.714 16.115 -0.76 -1.20 -0.78 0.352
H 4.840 3.999 18.068 -0.03 -0.13 0.42 0.349
H 6.506 4.707 17.964 -0.44 -0.63 0.82 0.321
H 8.410 1.784 18.834 0.11 -1.19 -0.44 0.388
H 8.214 3.227 19.623 -0.33 0.98 1.20 0.358
H 8.376 3.335 17.892 -0.47 -0.84 0.64 0.306
H 3.745 -5.332 18.276 -1.18 0.54 -1.31 0.169
H 2.925 -5.246 16.601 0.28 0.51 -0.79 0.291
H 1.065 8.243 0.764 0.28 -0.09 -0.17 -0.359
H 3.628 -2.617 16.944 -1.23 0.24 0.27 0.198
H 3.801 -3.011 18.767 -0.43 -0.62 -1.13 0.195
H 4.720 1.522 18.688 -0.68 0.31 -0.27 0.302
H 6.233 0.829 19.472 0.09 0.14 -0.51 0.261
H 16.617 11.265 9.848 0.31 -0.22 0.40 0.291
H 15.534 10.122 8.806 -0.28 -0.85 -0.07 0.230
H 15.007 12.403 6.443 0.66 -0.64 0.13 0.235
H 14.866 10.708 6.998 -0.37 -0.26 -0.08 0.331
H 16.262 11.142 6.058 1.06 -0.08 -0.81 0.281
C -4.187 -10.739 6.842 0.22 -1.83 1.21 -1.211
C -2.866 -10.249 6.412 1.43 1.09 0.90 -0.480
N -1.962 -9.575 7.534 -0.72 0.01 -0.61 -0.101
C -2.499 -8.244 7.957 1.81 -0.31 1.20 -0.993
C -1.961 -10.480 8.738 0.41 -0.51 -0.11 -0.436
C -1.707 -11.974 8.477 -0.13 0.39 -1.64 -1.291
C -0.587 -9.341 6.903 -1.64 -2.55 0.77 -0.966
C 0.412 -8.571 7.665 2.28 0.31 0.25 -0.639
O 0.169 -7.274 7.207 -0.88 0.80 0.08 -0.315
C 0.670 -6.126 7.855 -0.03 -0.21 -1.10 -0.827
H -4.795 -9.929 7.179 -0.83 0.31 0.17 0.367
H -4.050 -11.528 7.668 -0.73 1.32 -1.35 0.277
H -4.598 -11.249 5.956 -0.25 0.28 0.46 0.384
H -2.932 -9.541 5.607 0.01 0.58 -0.25 0.530
H -2.278 -11.059 6.067 0.73 -0.80 -0.34 0.479
H -2.587 -7.546 7.149 -0.05 0.09 -0.54 0.342
H -1.750 -7.846 8.699 -0.92 -0.24 -0.73 0.360
H -3.402 -8.429 8.469 -1.21 0.10 0.42 0.524
H -2.953 -10.340 9.182 0.38 -0.09 0.20 0.495
H -1.171 -10.125 9.410 -0.41 0.18 -0.02 0.481
H -0.774 -12.215 7.905 -0.51 0.25 1.11 0.306
H -2.500 -12.454 7.902 0.03 0.26 -0.19 0.327
H -1.840 -12.453 9.418 0.78 -0.50 0.89 0.430
H -0.897 -8.839 6.053 0.14 1.31 -1.83 0.672
H -0.371 -10.334 6.578 1.10 -0.67 -0.02 0.597
H 1.477 -8.770 7.372 -0.85 -0.69 -0.03 0.484
H 0.443 -8.784 8.758 -0.57 0.61 -0.36 0.281
H 0.282 -6.044 8.842 -0.35 0.24 0.98 0.357
H 0.319 -5.320 7.207 0.08 0.16 0.41 0.249
H 1.745 -6.110 7.869 0.65 -0.05 0.11 0.319
C 2.883 -1.013 -0.323 -0.49 -1.26 2.24 -1.219
C 2.238 -0.016 0.682 1.32 0.07 -1.00 -0.514
N 1.138 -0.531 1.614 3.09 1.27 -1.20 0.098
C 1.847 -1.479 2.546 -0.33 0.39 0.08 -0.868
C 0.616 0.667 2.353 -1.90 -0.33 0.61 -0.324
C 1.461 1.592 3.275 0.18 -2.07 -1.00 -1.338
C 0.089 -1.308 0.860 0.84 -1.17 1.06 -0.435
C -0.569 -0.698 -0.346 -0.42 -1.15 -1.40 -0.658
O -1.290 0.470 -0.137 -0.36 0.38 1.47 -0.246
C -2.696 0.434 -0.291 -0.25 -0.30 1.00 -0.705
H 2.124 -1.748 -0.651 0.55 0.73 -0.63 0.217
H 3.680 -1.624 0.117 -0.15 0.06 0.29 0.445
H 3.386 -0.439 -1.063 -0.25 0.42 -1.08 0.365
H 1.896 0.763 0.031 -1.21 0.59 -0.12 0.470
H 3.016 0.514 1.270 -0.54 -0.73 0.14 0.541
H 1.067 -1.924 3.174 0.33 -0.28 -0.17 0.342
H 2.522 -0.898 3.202 -0.24 -0.41 -0.60 0.317
H 2.387 -2.191 1.894 -0.31 0.20 0.81 0.381
H -0.129 0.101 2.935 -0.11 0.90 0.55 0.384
H 0.020 1.268 1.653 0.48 -0.27 -0.08 0.342
H 2.220 2.151 2.774 0.52 0.21 -0.64 0.376
H 1.945 1.018 4.078 -0.46 0.49 0.11 0.323
H 0.739 2.317 3.569 -0.46 0.42 0.90 0.445
H -0.638 -1.569 1.617 -0.40 -0.02 0.25 0.557
H 0.656 -2.265 0.651 -1.04 0.99 -0.34 0.356
H -1.190 -1.570 -0.807 0.82 1.48 0.64 0.417
H 0.171 -0.394 -1.067 0.56 -0.32 -0.54 0.103
H -3.089 -0.591 -0.088 0.06 0.77 -0.22 0.229
H -2.859 0.764 -1.279 -0.72 -0.09 -1.48 0.337
H -3.231 1.191 0.334 0.83 -0.72 0.04 0.239
C -0.399 6.086 -5.860 -0.13 2.15 0.92 -1.280
C -1.350 5.287 -4.985 -1.42 -0.46 -0.42 -0.334
N -1.710 5.742 -3.552 -0.24 0.25 -1.01 0.683
C -2.390 4.631 -2.787 0.30 0.49 -0.51 -1.109
C -0.410 6.030 -2.920 1.89 0.04 0.01 -0.431
C -0.344 6.206 -1.443 -0.32 -0.39 1.06 -2.155
C -2.576 7.011 -3.674 0.64 -1.89 0.01 -0.588
C -3.938 6.759 -4.309 -0.47 1.79 1.24 -0.401
O -4.312 8.149 -4.561 -0.29 -1.71 -0.59 -0.329
C -5.662 8.283 -5.060 0.59 2.01 1.11 -0.723
H -0.257 5.611 -6.820 0.04 -0.54 -0.02 0.441
H 0.556 6.232 -5.343 -0.05 -0.08 -0.47 0.300
H -0.799 7.114 -6.134 0.39 -1.11 0.49 0.308
H -0.960 4.304 -4.802 0.21 -0.63 -0.23 0.479
H -2.299 5.243 -5.552 0.49 -0.47 0.55 0.337
H -2.705 5.104 -1.823 0.49 -0.86 -0.65 0.444
H -1.628 3.779 -2.736 -1.31 1.04 0.25 0.197
H -3.303 4.427 -3.364 0.37 -0.54 0.23 0.433
H -0.069 6.974 -3.334 0.18 -0.04 -0.44 0.343
H 0.308 5.208 -3.204 -0.93 0.65 0.03 0.409
H 0.706 6.166 -1.154 -0.05 -0.02 0.05 0.551
H -0.859 5.392 -0.902 0.34 0.47 -0.03 0.082
H -0.644 7.189 -1.083 -0.28 -0.08 0.08 0.734
H -2.025 7.505 -4.462 0.09 1.13 0.53 0.162
H -2.621 7.462 -2.675 0.09 0.24 -0.58 0.513
H -4.676 6.307 -3.611 0.38 0.11 -0.40 0.357
H -3.818 6.135 -5.198 -0.51 0.36 -0.17 0.294
H -5.690 9.247 -5.634 0.00 -1.05 0.37 0.245
H -6.346 8.404 -4.195 0.19 -0.27 -0.50 0.262
H -5.926 7.449 -5.658 -0.39 -0.72 -0.72 0.342
C 6.778 3.801 -9.314 0.54 -1.02 0.33 -1.056
C 6.659 2.233 -9.175 -0.33 2.04 1.00 -0.750
N 6.102 1.809 -7.786 0.33 1.01 -1.63 -0.005
C 7.053 2.160 -6.717 0.94 -0.77 0.60 -0.983
C 4.771 2.488 -7.498 0.41 -0.44 1.21 -0.340
C 3.829 2.324 -8.614 -1.14 0.86 -1.94 -1.249
C 6.030 0.332 -7.898 0.15 -0.21 2.25 -0.739
C 5.117 -0.432 -6.947 -0.16 0.12 -0.93 -0.719
O 5.302 -0.098 -5.619 -0.17 0.47 0.38 -0.327
C 4.328 -0.573 -4.696 -1.36 0.09 -1.02 -0.794
H 6.790 4.266 -8.313 0.33 0.00 -0.57 0.283
H 5.886 4.179 -9.841 0.56 -0.10 0.13 0.313
H 7.709 4.040 -9.876 -0.78 0.03 0.46 0.368
H 7.522 1.606 -9.292 0.77 0.29 -0.13 0.692
H 5.964 1.985 -9.935 -0.71 -0.91 -0.36 0.451
H 6.791 1.522 -5.904 -0.07 -0.37 0.76 0.351
H 6.947 3.147 -6.386 -0.49 1.54 0.19 0.499
H 8.133 2.046 -6.899 -0.57 -0.40 -0.79 0.364
H 4.968 3.533 -7.223 0.04 -0.39 -0.27 0.461
H 4.372 1.974 -6.604 0.30 0.38 -0.25 0.492
H 3.610 1.296 -8.826 -0.17 -0.62 -0.02 0.261
H 4.120 2.774 -9.584 0.21 -0.16 0.65 0.262
H 2.870 2.816 -8.434 0.09 -0.13 0.47 0.428
H 7.049 -0.009 -7.788 0.28 -0.16 -0.29 0.534
H 5.611 0.110 -8.818 -0.22 -0.48 -2.14 0.403
H 5.434 -1.450 -7.047 -0.02 -0.97 -0.50 0.540
H 4.112 -0.363 -7.436 0.07 0.12 1.31 0.321
H 4.770 -0.454 -3.734 0.18 -0.27 0.71 0.245
H 3.914 -1.589 -4.902 0.97 0.31 0.11 0.313
H 3.436 0.058 -4.753 0.05 0.22 0.20 0.370
C -17.842 1.984 -3.694 -0.21 -0.86 -1.18 -0.340
C -17.685 3.297 -3.644 -0.98 0.26 0.58 -0.534
N -8.055 -5.228 -19.870 1.31 2.58 3.21 0.105
C -6.912 -4.211 -19.204 1.22 -2.12 -1.49 -0.922
C -8.909 -4.823 -20.873 -6.70 -3.26 -2.81 0.125
C -8.859 -3.893 -21.773 4.79 0.76 1.64 -0.614
C -8.539 -6.071 -19.032 0.80 -1.15 2.76 -0.068
C -9.715 0.207 -16.928 1.33 -0.88 1.45 -0.230
O -9.704 0.745 -15.627 -0.50 0.15 -1.67 -0.182
C -10.738 1.344 -14.871 0.58 -3.42 -1.16 -0.137
H -17.124 1.209 -3.222 -1.65 1.46 -0.70 0.209
H -18.700 1.705 -4.383 1.43 -0.53 0.93 0.195
H -17.133 3.803 -2.914 1.72 0.31 0.87 0.252
H -18.327 4.045 -4.103 -0.31 -0.64 -0.51 0.218
H 12.031 1.483 -11.832 -0.13 0.01 0.10 -0.318
H -5.982 -4.064 -19.870 -2.04 -0.24 0.52 0.347
H -6.556 -4.811 -18.385 0.15 -0.54 0.13 0.412
H -7.226 -3.313 -18.718 -1.18 0.67 -0.65 0.359
H -10.028 -5.413 -21.063 3.42 1.02 1.73 0.150
H 6.854 -9.397 1.674 -0.23 -0.01 -0.31 -0.311
H -7.827 -3.517 -21.717 -0.55 1.25 -1.01 0.218
H 7.860 -14.920 1.066 -0.05 0.15 -0.05 -0.187
H -9.630 -3.548 -22.368 -1.16 0.37 -1.23 0.323
H -8.284 -6.047 -17.882 0.13 -0.16 -2.63 0.249
H -9.209 -6.887 -19.323 -0.22 0.77 -0.24 0.299
H -10.434 0.630 -17.581 -0.66 0.19 -0.36 0.271
H -8.895 -0.531 -17.401 -1.71 2.11 2.08 0.150
H -4.060 10.164 -17.144 -0.02 -0.06 0.02 -0.141
H -11.544 0.434 -14.876 0.98 1.91 -0.34 0.167
H -10.334 -4.494 -5.099 0.07 0.03 0.07 -0.401
C 5.311 12.967 -1.516 -0.32 0.47 0.89 -1.303
C 5.257 11.856 -0.490 -0.79 -1.27 -1.90 -0.290
N 6.473 11.375 0.177 1.32 -0.13 3.12 0.393
C 7.618 10.797 -0.709 -2.62 0.25 0.87 -0.643
C 6.976 12.590 1.043 0.78 0.34 -1.04 -0.416
C 7.887 12.329 2.269 -0.57 0.64 -1.02 -1.302
C 5.965 10.333 1.264 0.59 -0.68 -1.15 -0.465
C 5.187 9.090 0.691 1.46 0.48 1.21 -1.122
O 6.108 8.093 0.304 0.05 -0.67 -0.48 -0.341
C 5.404 6.909 -0.137 1.12 -0.73 -0.48 -0.845
H 4.301 12.994 -1.917 0.02 -0.12 -0.39 0.427
H 6.031 12.889 -2.316 0.21 0.01 -0.14 0.332
H 5.364 13.905 -0.964 0.56 0.25 -0.40 0.352
H 4.843 10.945 -0.986 -0.03 0.85 0.55 0.224
H 4.608 12.246 0.283 -0.35 -0.61 0.22 0.295
H 7.370 9.754 -0.862 0.08 -0.24 0.04 0.282
H 8.502 10.900 -0.111 0.61 0.21 -0.28 0.299
H 7.516 11.314 -1.652 0.75 0.31 -0.07 0.246
H 6.059 13.096 1.396 0.46 -0.29 -0.29 0.379
H 7.503 13.261 0.300 -0.66 -0.63 0.88 0.390
H 8.889 11.988 2.035 0.20 0.32 -0.19 0.354
H 7.474 11.599 2.918 -0.51 -0.51 0.71 0.384
H 7.872 13.287 2.813 0.44 -0.39 -0.21 0.395
H 5.379 10.941 1.931 -0.79 0.10 -0.03 0.572
H 6.802 10.010 1.935 -0.39 -0.02 -1.27 0.368
H 4.501 9.273 -0.119 -0.53 0.37 0.03 0.392
H 4.690 8.675 1.553 -0.93 0.24 0.26 0.423
H 4.444 6.732 0.346 0.10 0.22 0.51 0.458
H 6.096 6.026 0.004 -0.77 1.06 0.00 0.240
H 5.169 6.967 -1.209 0.16 0.19 0.08 0.288
C 6.473 -7.939 -4.304 0.04 0.05 0.52 -1.239
C 5.774 -8.089 -2.914 1.12 -0.98 -1.59 -0.371
N 4.852 -9.344 -2.893 -0.57 2.23 -0.25 0.355
C 4.442 -9.560 -1.501 0.59 1.17 1.80 -1.579
C 3.630 -9.000 -3.741 -0.28 0.79 0.55 -0.296
C 2.625 -8.004 -3.149 -0.30 -0.02 0.26 -1.419
C 5.408 -10.581 -3.521 0.37 0.22 2.05 -0.748
C 6.324 -11.348 -2.635 0.17 0.23 0.80 -0.695
O 7.409 -10.528 -2.315 0.47 -0.55 0.34 -0.162
C 8.239 -11.222 -1.360 -3.61 -2.40 1.33 -1.142
H 6.518 -6.860 -4.441 0.26 -0.10 -0.53 0.345
H 6.001 -8.426 -5.158 -0.53 0.43 0.10 0.385
H 7.478 -8.368 -4.346 -0.05 0.23 0.52 0.336
H 5.191 -7.173 -2.734 -0.09 -0.83 0.28 0.496
H 6.592 -8.225 -2.196 -0.71 -0.07 0.22 0.410
H 3.862 -10.459 -1.362 -0.46 -0.09 -0.22 0.346
H 3.936 -8.634 -1.114 0.25 -1.11 -0.54 0.378
H 5.338 -9.643 -0.859 -0.20 -0.09 -0.33 0.647
H 3.204 -9.967 -3.951 -0.70 0.03 -0.05 0.444
H 3.953 -8.572 -4.673 0.55 -0.13 -0.39 0.352
H 2.973 -7.036 -2.763 0.49 -0.21 -0.63 0.274
H 2.091 -8.386 -2.310 -0.31 -0.76 0.76 0.426
H 1.819 -7.818 -3.859 0.33 0.08 -0.38 0.442
H 5.932 -10.308 -4.381 0.35 0.30 -1.60 0.485
H 4.560 -11.192 -3.648 -0.89 -0.85 -0.83 0.303
H 6.651 -12.201 -3.248 -0.15 -0.26 0.54 0.470
H 5.818 -11.628 -1.675 0.33 -0.43 -0.92 0.422
H 7.746 -11.259 -0.309 0.64 0.28 -1.68 0.402
H 9.103 -10.724 -1.309 3.29 1.90 0.27 0.270
H 8.426 -12.287 -1.649 -0.18 0.82 -0.08 0.318
N 1.085 2.082 -2.792 1.18 -0.59 -0.99 1.055
O 1.844 1.085 -2.892 -0.08 -0.31 -0.10 -0.665
O 0.694 2.657 -3.828 -0.40 0.20 -0.03 -0.740
O 0.797 2.493 -1.680 -0.81 0.63 1.25 -0.576
C -13.308 -6.810 -0.271 1.13 1.83 1.46 -0.882
C 1.814 -5.692 0.628 1.38 1.10 -0.20 0.786
O 2.204 -4.589 0.796 -1.11 -1.69 -0.08 -0.449
O 1.540 -6.796 0.406 -0.26 0.62 0.27 -0.374
H -12.463 -5.982 -0.273 -1.52 -2.00 0.26 0.164
H -13.828 -6.912 0.715 0.95 0.01 -0.55 0.219
H -12.997 -7.765 -0.654 0.36 -0.22 -0.04 0.238
C -5.974 -2.114 1.491 -1.33 -1.65 -4.25 -0.225
C -4.983 -1.879 2.442 4.14 2.15 5.77 0.736
O -6.035 -2.649 2.774 0.50 -0.33 3.09 -0.361
O -4.125 -1.293 3.176 -3.34 -2.76 -4.17 -0.554
H -14.065 -6.411 -0.882 -0.91 0.38 -1.14 0.257
H -6.623 -1.314 1.342 -1.20 1.45 -0.55 0.172
H -6.158 -2.944 0.760 1.22 1.13 0.02 0.250
```
Forces are in eV/Å.

Values from the calculation:
- E (eV) = -129374.08807
- F_max (eV Å⁻¹) = 7.965
- total charge = +6
- lowest unoccupied orbital energy (eV) = -8.9